Formula: C3H6N3P
Source: the Open Molecules 2025 dataset
Level of theory: ωB97M-V with the def2-TZVPD basis set

HOMO in hartree: -0.2977
Molecular weight in g/mol: 115.076
Electronic energy in a.u.: -623.433121
Largest force on an atom in eV/Å: 2.486

Last columns: bonded neighbours and bond lengths (Å).
Geometry (Å):
1 P -0.68379 1.37993 1.69076  N4 1.669, H10 1.410, H13 1.411
2 N -0.06524 -0.09718 -1.82237  C6 1.300, H9 1.014, H12 1.013
3 N 1.77770 -1.55089 0.98357  C5 1.309, C7 1.365
4 N 0.23648 0.12097 1.09634  P1 1.669, C5 1.309
5 C 1.11151 -0.66147 1.67570  N3 1.309, N4 1.309, H8 1.085
6 C 0.62285 -0.71331 -0.90698  N2 1.300, C7 1.314
7 C 1.49276 -1.52631 -0.35107  N3 1.365, C6 1.314, H11 1.083
8 H 1.32157 -0.63018 2.73953  C5 1.085
9 H 0.22847 0.81973 -2.13904  N2 1.014
10 H -0.97769 1.92498 0.42377  P1 1.410
11 H 2.03075 -2.24695 -0.95392  C7 1.083
12 H -1.05537 -0.29059 -1.91291  N2 1.013
13 H -1.93656 0.73145 1.73397  P1 1.411

Mulliken population analysis, charges in e, atoms 1 to 8: -0.18, -0.36, -0.67, -0.29, 0.09, 0.45, -0.35, 0.39



Formula: C3H6N3P
Source: the Open Molecules 2025 dataset
Level of theory: ωB97M-V with the def2-TZVPD basis set

HOMO in hartree: -0.3223
Molecular weight in g/mol: 115.076
Electronic energy in a.u.: -623.451016
Largest force on an atom in eV/Å: 3.259
SMILES: c1cnnpc1.N

Last columns: bonded neighbours and bond lengths (Å).
Geometry (Å):
1 P -0.86896 1.43168 1.43527  N3 1.627, C6 1.743
2 N -0.92537 -1.08705 0.84541  N3 1.289, C5 1.317
3 N -0.60233 -0.15509 1.67515  P1 1.627, N2 1.289
4 N 3.13512 -0.17490 0.41821  H8 1.068, H11 1.057, H13 1.070
5 C -1.33706 -0.93191 -0.39604  N2 1.317, C7 1.425, H9 1.127
6 C -1.58250 1.43398 -0.15450  P1 1.743, C7 1.394, H10 1.036
7 C -1.72573 0.31285 -0.97087  C5 1.425, C6 1.394, H12 1.049
8 H 3.65398 -1.05521 0.72767  N4 1.068
9 H -1.47972 -1.93842 -0.88233  C5 1.127
10 H -1.80762 2.33430 -0.61595  C6 1.036
11 H 2.09730 -0.35093 0.51697  N4 1.057
12 H -1.97164 0.41694 -1.98571  C7 1.049
13 H 3.41452 -0.23624 -0.61330  N4 1.070

Mulliken population analysis, charges in e, atoms 1 to 8: 0.05, -0.41, -0.20, -0.69, 0.05, -0.25, -0.37, 0.23



Formula: C3H6N4
Source: the Open Molecules 2025 dataset
Level of theory: ωB97M-V with the def2-TZVPD basis set

HOMO in hartree: -0.2506
Molecular weight in g/mol: 98.109
Electronic energy in a.u.: -336.935275
Largest force on an atom in eV/Å: 4.772
SMILES: Nc1nc[nH]c1N

Last columns: bonded neighbours and bond lengths (Å).
Geometry (Å):
1 N 1.48996 1.17741 0.89950  C6 1.396, H10 1.013, H13 1.015
2 N 0.61902 1.21998 -1.37839  C5 1.309, C6 1.342
3 N -0.87963 -0.41553 -1.27988  C5 1.363, C7 1.358, H12 1.006
4 N -0.75916 -1.16058 1.03973  C7 1.394, H8 1.015, H9 1.012
5 C -0.27227 0.53265 -2.04754  N2 1.309, N3 1.363, H11 1.070
6 C 0.64819 0.74047 -0.12517  N1 1.396, N2 1.342, C7 1.493
7 C -0.34704 -0.36881 -0.03105  N3 1.358, N4 1.394, C6 1.493
8 H -0.83596 -2.14084 0.78815  N4 1.015
9 H -0.12991 -1.05207 1.82454  N4 1.012
10 H 2.07188 1.93494 0.56315  N1 1.013
11 H -0.50620 0.69167 -3.07949  C5 1.070
12 H -1.60264 -1.05044 -1.57322  N3 1.006
13 H 0.96658 1.48175 1.71355  N1 1.015

Mulliken population analysis, charges in e, atoms 1 to 8: -0.58, -0.68, -0.06, -0.57, -0.28, 0.56, 0.00, 0.23



Formula: C3H6N4
Source: the Open Molecules 2025 dataset
Level of theory: ωB97M-V with the def2-TZVPD basis set

HOMO in hartree: -0.3158
Molecular weight in g/mol: 98.109
Electronic energy in a.u.: -336.801899
Largest force on an atom in eV/Å: 2.025
SMILES: [H]/N=C/C#N.[H]/N=N\C

Last columns: bonded neighbours and bond lengths (Å).
Geometry (Å):
1 N -1.67009 -0.06423 1.05077  C7 1.161
2 N 0.03416 -0.31072 -1.98200  N4 1.233, C6 1.432
3 N 1.46163 -0.02149 2.34914  C5 1.259, H8 1.018
4 N -0.77581 -1.00384 -1.36157  N2 1.233, H13 1.043
5 C 0.66543 -0.88855 1.90180  N3 1.259, C7 1.481, H10 1.100
6 C -0.02626 1.11994 -1.95584  N2 1.432, H9 1.090, H11 1.092, H12 1.098
7 C -0.60892 -0.48160 1.26671  N1 1.161, C5 1.481
8 H 2.00029 -0.29670 3.16780  N3 1.018
9 H 0.98179 1.49036 -2.14210  C6 1.090
10 H 0.58471 -1.91029 2.30224  C5 1.100
11 H -0.64399 1.49274 -2.77560  C6 1.092
12 H -0.42349 1.49541 -1.00367  C6 1.098
13 H -1.57944 -0.62103 -0.81766  N4 1.043

Mulliken population analysis, charges in e, atoms 1 to 8: -0.49, -0.11, -0.50, -0.38, -0.02, -0.66, 0.40, 0.28



Formula: C3H6N4
Source: the Open Molecules 2025 dataset
Level of theory: ωB97M-V with the def2-TZVPD basis set

HOMO in hartree: -0.3811
Molecular weight in g/mol: 98.109
Electronic energy in a.u.: -336.856745
Largest force on an atom in eV/Å: 5.070
SMILES: Cc1nnnn1C

Last columns: bonded neighbours and bond lengths (Å).
Geometry (Å):
1 N -3.31359 0.24396 0.04747  N2 1.248, N4 1.336
2 N -2.76259 -0.87405 0.10649  N1 1.248, N3 1.386
3 N -1.40330 -0.62898 -0.00343  N2 1.386, C6 1.339, C7 1.462
4 N -2.45547 1.26342 -0.04402  N1 1.336, C6 1.293
5 C 0.04107 1.86519 -0.03629  C6 1.766, H8 1.106, H9 1.058, H13 1.069
6 C -1.28992 0.70480 -0.04653  N3 1.339, N4 1.293, C5 1.766
7 C -0.48224 -1.76399 -0.00991  N3 1.462, H10 1.100, H11 1.068, H12 1.044
8 H 0.82427 1.67492 -0.79368  C5 1.106
9 H -0.52316 2.75485 -0.13250  C5 1.058
10 H -0.27115 -2.23118 -0.98320  C7 1.100
11 H -1.07013 -2.44529 0.56468  C7 1.068
12 H 0.39715 -1.51264 0.49290  C7 1.044
13 H 0.44263 1.63288 0.92676  C5 1.069

Mulliken population analysis, charges in e, atoms 1 to 8: -0.46, -0.26, 0.40, -0.24, -0.85, 0.39, -0.79, 0.29



Formula: C3H6N4
Source: the Open Molecules 2025 dataset
Level of theory: ωB97M-V with the def2-TZVPD basis set

HOMO (alpha / beta) in hartree: -0.7385 / -0.7385
Molecular weight in g/mol: 98.109
Charge: +2
Electronic energy in a.u.: -336.041547
Largest force on an atom in eV/Å: 8.545
SMILES: [H]/N=C(C)/[NH+]=C\[N+]#N

Last columns: bonded neighbours and bond lengths (Å).
Geometry (Å):
1 N 0.99420 -1.62247 0.01553  C5 1.253, H11 1.022
2 N 1.04495 0.75141 -0.02748  C5 1.445, C6 1.298, H10 1.102
3 N 3.25396 0.08375 -0.07530  N4 1.121, C6 1.295
4 N 4.22934 -0.45955 0.02015  N3 1.121
5 C 0.38218 -0.53026 0.05688  N1 1.253, N2 1.445, C7 1.499
6 C 2.32001 0.96731 0.08274  N2 1.298, N3 1.295, H9 1.145
7 C -1.09008 -0.25667 -0.00482  C5 1.499, H8 1.198, H12 1.087, H13 1.190
8 H -1.39821 0.76628 0.53670  C7 1.198
9 H 2.47161 2.08918 0.25761  C6 1.145
10 H 0.29850 1.56005 -0.07614  N2 1.102
11 H 0.70349 -2.59478 0.13229  N1 1.022
12 H -1.64043 -1.14240 0.30120  C7 1.087
13 H -1.39308 -0.38459 -1.14866  C7 1.190

Mulliken population analysis, charges in e, atoms 1 to 8: -0.49, -0.02, 0.55, 0.03, 0.66, 0.08, -1.11, 0.36



Formula: C3H6N4
Source: the Open Molecules 2025 dataset
Level of theory: ωB97M-V with the def2-TZVPD basis set

HOMO in hartree: -0.6412
Molecular weight in g/mol: 98.109
Charge: +2
Electronic energy in a.u.: -336.000250
Largest force on an atom in eV/Å: 6.167

Last columns: bonded neighbours and bond lengths (Å).
Geometry (Å):
1 N -0.64539 0.34883 -0.04114  N4 1.242, C5 1.192
2 N -0.42292 3.42279 -1.68605  C6 1.357, H9 1.031, H13 1.094
3 N 0.77755 -2.91446 1.38206  C7 1.194
4 N -0.32341 1.35837 -0.68804  N1 1.242, C6 1.265
5 C -0.67647 -0.66747 0.58012  N1 1.192, H10 1.045
6 C -0.98335 2.38782 -1.01068  N2 1.357, N4 1.265, H12 1.147
7 C 1.55330 -3.77954 1.65584  N3 1.194, H8 1.065, H11 1.083
8 H 2.12811 -3.83142 2.55074  C7 1.065
9 H -1.08171 4.08553 -2.12163  N2 1.031
10 H -0.91926 -1.62532 0.91978  C5 1.045
11 H 2.00302 -4.39032 0.88279  C7 1.083
12 H -2.06432 2.33577 -0.63105  C6 1.147
13 H 0.65485 3.26944 -1.79275  N2 1.094

Mulliken population analysis, charges in e, atoms 1 to 8: 0.31, -0.33, 0.18, -0.49, -0.11, 0.16, -0.10, 0.40



Formula: C3H6N4O
Source: the Open Molecules 2025 dataset
Level of theory: ωB97M-V with the def2-TZVPD basis set

HOMO in hartree: -0.2995
Molecular weight in g/mol: 114.108
Electronic energy in a.u.: -412.023463
Largest force on an atom in eV/Å: 2.379
SMILES: N=C=CNO.N#CN

Last columns: bonded neighbours and bond lengths (Å).
Geometry (Å):
1 O -1.81185 0.62299 -1.36801  N4 1.432, H12 0.967
2 N 0.25665 -2.06871 -0.88908  C7 1.225, H13 1.018
3 N 2.26448 0.35592 0.41966  C8 1.328, H9 1.008, H10 1.011
4 N -1.91371 0.51283 0.05649  O1 1.432, C6 1.388, H14 1.123
5 N 0.32509 1.83693 0.69578  C8 1.167
6 C -1.28638 -0.64998 0.48161  N4 1.388, C7 1.337, H11 1.081
7 C -0.27310 -1.22993 -0.17042  N2 1.225, C6 1.337
8 C 1.10480 0.97336 0.61015  N3 1.328, N5 1.167
9 H 2.35001 -0.61196 0.68872  N3 1.008
10 H 3.08470 0.93004 0.27941  N3 1.011
11 H -1.39598 -0.83749 1.54031  C6 1.081
12 H -2.71569 0.79936 -1.66402  O1 0.967
13 H 1.25144 -1.97608 -1.08272  N2 1.018
14 H -1.24048 1.34272 0.40211  N4 1.123

Mulliken population analysis, charges in e, atoms 1 to 8: -0.45, -0.58, -0.40, -0.37, -0.54, -0.79, 0.82, 0.47



The energy relative to the best compared isomer or geometry (same formula, charge and spin) results, record by record, are as follows: 277.8; 230.8; 36.7; 386.9; 242.9; 512.0; 620.5; 487.0 kJ/mol.